Record 1
The following is a quantum chemistry calculation of an isolated molecule of C6H10 in a non-equilibrium geometry, from OMol25.

Structure (XYZ):
```
16
Properties=species:S:1:pos:R:3:mulliken_charge:R:1
C 1.876 -0.232 0.268 -1.4644
C 0.433 0.036 -0.072 0.8681
C -0.488 -0.908 -0.838 -0.5381
C -1.720 -0.366 -0.063 -0.6822
C -0.733 0.381 0.842 -0.2722
C -0.083 1.436 0.007 -0.7460
H 2.247 0.419 1.072 0.3199
H 2.480 -0.011 -0.620 0.3183
H 2.074 -1.271 0.558 0.3463
H -0.465 -0.856 -1.928 0.2807
H -0.305 -1.937 -0.507 0.2508
H -2.361 -1.111 0.416 0.2973
H -2.367 0.291 -0.660 0.2239
H -0.507 0.140 1.865 0.3492
H 0.546 2.164 0.511 0.2782
H -0.628 1.826 -0.851 0.1702
```

Summary:
SMILES = C[C@@]12CC[C@@H]1C2
Highest occupied orbital energy = -8.891 eV
Frontier orbital gap = 10.059 eV
Net charge = 0

***

Record 2
The following is a quantum chemistry calculation of an isolated molecule of C23H35N3O4S, from OMol25.

Structure (XYZ):
```
66
Properties=species:S:1:pos:R:3:mulliken_charge:R:1
C 2.271 0.830 4.372 -1.1772
N 1.299 0.986 3.315 0.3639
C 0.309 -0.074 3.334 -0.4245
C 0.855 -1.339 2.649 -0.8664
C -0.174 -1.959 1.702 -1.1868
N -0.398 -1.106 0.557 0.5702
C -1.534 -0.431 0.353 0.7657
O -2.509 -0.472 1.080 -0.7143
C -1.525 0.426 -0.917 -1.4059
N -1.061 -0.314 -2.081 0.4224
C -0.185 0.304 -2.931 0.8309
O 0.269 1.401 -2.694 -0.6542
C 0.082 -0.413 -4.247 -1.3521
C 1.345 -1.269 -4.200 1.4673
C 1.385 -2.288 -5.320 -1.7319
C 2.614 -0.445 -4.104 -1.7431
S 1.220 -2.220 -2.626 1.7447
O 1.981 -3.435 -2.720 -0.8145
O 1.534 -1.348 -1.517 -0.8416
C -0.524 -2.649 -2.487 0.4111
C -0.898 -3.974 -2.590 -0.4911
C -2.219 -4.335 -2.386 -0.8435
C -3.150 -3.358 -2.063 -0.6940
C -2.778 -2.030 -1.965 -0.7868
C -1.454 -1.653 -2.193 0.0218
C 0.781 2.341 3.181 -0.6400
C 0.218 2.569 1.775 -0.3155
C -0.144 4.038 1.583 -1.0899
C -1.176 4.466 2.623 -0.6329
C -0.645 4.224 4.033 -0.7853
C -0.269 2.757 4.223 -0.5136
H 3.048 1.586 4.268 0.3416
H 2.733 -0.152 4.281 0.3409
H 1.836 0.910 5.382 0.3915
H -0.570 0.260 2.786 0.2911
H -0.013 -0.312 4.361 0.3247
H 1.735 -1.062 2.066 0.4645
H 1.153 -2.086 3.386 0.4022
H 0.180 -2.931 1.346 0.4246
H -1.135 -2.088 2.208 0.4401
H 0.386 -0.997 -0.079 -0.0045
H -0.843 1.272 -0.788 0.5411
H -2.536 0.815 -1.081 0.1070
H -0.778 -1.028 -4.519 0.3004
H 0.211 0.365 -5.004 0.5679
H 2.238 -2.948 -5.180 0.3925
H 1.472 -1.795 -6.287 0.4462
H 0.483 -2.897 -5.317 0.4105
H 2.520 0.294 -3.312 0.3692
H 3.454 -1.096 -3.870 0.4204
H 2.813 0.068 -5.044 0.4437
H -0.132 -4.702 -2.805 0.5914
H -2.517 -5.369 -2.461 0.4397
H -4.178 -3.633 -1.884 0.4350
H -3.510 -1.283 -1.706 0.4633
H 1.650 3.001 3.296 0.6412
H 0.959 2.255 1.039 0.5698
H -0.681 1.967 1.632 -0.1536
H -0.541 4.193 0.578 0.3333
H 0.753 4.653 1.687 0.4333
H -2.092 3.888 2.479 0.3304
H -1.421 5.522 2.495 0.3637
H -1.399 4.511 4.769 0.3567
H 0.238 4.848 4.199 0.3291
H 0.125 2.604 5.230 0.3414
H -1.161 2.137 4.111 0.2164
```

Summary:
SMILES = CN(CCCNC(=O)CN1C(=O)CC(C)(C)S(=O)(=O)c2ccccc21)C1CCCCC1
Highest occupied orbital energy = -7.936 eV
Frontier orbital gap = 8.229 eV
Net charge = 0

***

Record 3
The following is a quantum chemistry calculation of an isolated molecule of C2H2P2S2 in a non-equilibrium geometry, from OMol25.

Structure (XYZ):
```
8
Properties=species:S:1:pos:R:3:mulliken_charge:R:1
S -2.724 2.132 0.065 -0.3203
P -1.437 0.528 -0.037 0.3663
P -1.305 -1.637 0.052 -0.0288
S 0.820 -2.227 0.019 -0.1405
C 1.167 -0.519 0.071 -0.1664
C 0.343 0.546 0.117 -0.2793
H 2.143 -0.206 -0.143 0.3090
H 0.994 1.383 -0.144 0.2599
```

Summary:
SMILES = S=P1=PSC=C1
Highest occupied orbital energy = -8.536 eV
Frontier orbital gap = 7.162 eV
Net charge = 0

***

Record 4
The following is a quantum chemistry calculation of a cluster of 4 separate species, C19H44O13PS in total in a non-equilibrium geometry, from OMol25.

Structure (XYZ):
```
78
Properties=species:S:1:pos:R:3:mulliken_charge:R:1
O -1.370 -0.714 1.574 -0.6340
C -0.842 -1.419 2.611 0.4587
O -1.774 -2.194 3.445 -0.6283
P 1.058 -1.338 2.801 0.5158
O 1.705 -1.225 1.150 -0.4295
O 1.644 0.090 3.629 -0.4666
S 1.865 -2.878 3.674 -0.4393
H 1.171 -0.472 0.715 0.3256
H 2.172 0.616 2.952 0.3166
C 4.852 -1.250 -4.778 -0.8160
O 4.023 -2.285 -4.274 -0.2714
C 3.904 -2.264 -2.854 -0.5895
C 2.458 -2.528 -2.417 -0.2573
O 1.534 -1.473 -2.710 -0.4077
C 1.230 -1.248 -4.095 -0.3075
C 0.456 -2.375 -4.783 -0.5543
O 1.299 -3.511 -4.995 -0.2867
C 0.652 -4.745 -4.721 -0.8313
H 5.902 -1.505 -4.620 0.3225
H 4.662 -1.154 -5.850 0.2287
H 4.621 -0.290 -4.309 0.3689
H 4.239 -1.310 -2.435 0.3552
H 4.548 -3.060 -2.463 0.3659
H 2.456 -2.620 -1.326 0.4511
H 2.091 -3.481 -2.795 0.0448
H 2.126 -0.977 -4.646 0.0892
H 0.589 -0.356 -4.104 0.3991
H 0.115 -2.038 -5.764 0.3887
H -0.419 -2.638 -4.176 0.3576
H 0.127 -4.716 -3.763 0.3927
H 1.419 -5.523 -4.666 0.2256
H -0.042 -4.986 -5.529 0.3175
C 6.337 6.123 3.640 -0.8248
O 5.364 5.957 2.621 -0.2784
C 5.655 4.873 1.742 -0.5786
C 4.390 4.068 1.420 -0.2866
O 3.863 3.305 2.512 -0.4267
C 3.292 4.045 3.602 -0.3146
C 2.009 4.810 3.268 -0.5426
O 2.296 5.945 2.447 -0.2814
C 1.352 6.132 1.403 -0.8235
H 7.226 6.607 3.230 0.3176
H 5.907 6.758 4.419 0.2303
H 6.603 5.166 4.097 0.3804
H 6.410 4.204 2.164 0.3564
H 6.051 5.304 0.816 0.3749
H 4.654 3.334 0.653 0.4408
H 3.617 4.695 0.976 0.0805
H 4.038 4.687 4.062 0.0495
H 3.038 3.289 4.357 0.4665
H 1.557 5.183 4.188 0.3852
H 1.301 4.133 2.775 0.3479
H 1.157 5.198 0.869 0.3857
H 1.773 6.848 0.692 0.2222
H 0.424 6.538 1.811 0.3209
C -3.827 -1.033 -0.263 -0.7283
O -4.656 -2.067 0.240 -0.3183
C -4.775 -2.047 1.661 -0.4712
C -6.221 -2.311 2.098 -0.2062
O -7.145 -1.256 1.804 -0.4803
C -7.450 -1.031 0.419 -0.2751
C -8.223 -2.158 -0.268 -0.5389
O -7.380 -3.293 -0.481 -0.2554
C -8.027 -4.527 -0.207 -0.8417
H -2.777 -1.288 -0.105 0.2697
H -4.017 -0.937 -1.335 0.2453
H -4.058 -0.072 0.206 0.3434
H -4.440 -1.093 2.079 0.2907
H -4.132 -2.842 2.051 0.3687
H -6.223 -2.403 3.189 0.4172
H -6.589 -3.264 1.720 0.0439
H -6.554 -0.760 -0.132 0.0685
H -8.090 -0.138 0.410 0.4090
H -8.564 -1.821 -1.249 0.3874
H -9.098 -2.421 0.339 0.3380
H -8.552 -4.499 0.752 0.3830
H -7.260 -5.305 -0.152 0.2286
H -8.721 -4.769 -1.014 0.3155
```

Summary:
Highest occupied orbital energy = -5.209 eV
Frontier orbital gap = 7.522 eV
Net charge = -1

***

Record 5
The following is a quantum chemistry calculation of a structure of composition C29H38NO3P2SiV in a non-equilibrium geometry, from OMol25.

Structure (XYZ):
```
75
Properties=species:S:1:pos:R:3:mulliken_charge:R:1
V -0.034 -0.160 0.295 0.6050
P 0.848 -0.154 2.456 1.2855
C 1.193 -1.928 2.483 -0.9119
C 0.314 -2.794 1.649 0.4118
N -0.138 -2.278 0.483 0.5166
C -0.507 -3.047 -0.545 0.7096
C -0.550 -4.431 -0.396 -0.9615
C -0.137 -5.009 0.802 -0.5951
C 0.326 -4.180 1.818 -1.0811
C -0.962 -2.329 -1.806 -1.1455
P 0.059 -0.968 -2.512 1.0101
H 0.784 -4.557 2.715 0.5314
H -0.902 -5.019 -1.225 0.4922
H -0.164 -6.081 0.940 0.4549
H -0.991 -3.074 -2.602 0.5696
H -1.975 -1.908 -1.645 0.4692
H 2.343 -2.160 1.932 0.3337
H 1.282 -2.269 3.515 0.7052
H 2.720 -1.343 0.401 0.3327
O 3.197 -2.162 0.938 -0.7081
H 4.014 -1.897 1.353 0.3633
H 0.739 0.038 -1.701 0.0219
O 1.994 -0.290 -0.119 -0.3808
H 2.620 0.362 -0.411 0.1244
C 1.482 -1.708 -3.335 -1.2192
H 1.139 -2.597 -3.864 0.4414
H 1.913 -0.969 -4.023 0.4202
H 2.209 -1.978 -2.561 0.3616
C -0.902 0.110 -3.583 -1.0647
H -0.210 0.870 -3.979 0.3960
H -1.333 -0.500 -4.390 0.5160
H -1.692 0.592 -2.982 0.2247
C -0.372 0.165 3.732 -1.0760
H 0.106 0.035 4.714 0.4653
H -0.749 1.193 3.605 0.1647
H -1.199 -0.554 3.604 0.3560
C 2.367 0.823 2.704 -1.2283
H 2.079 1.880 2.839 0.3535
H 2.915 0.475 3.590 0.4205
H 3.005 0.746 1.803 0.3050
O -1.445 1.156 0.469 -0.6228
Si -2.023 2.660 0.311 -0.0381
C -3.674 2.652 -0.570 0.1143
C -3.896 3.345 -1.770 -0.2076
C -5.117 3.226 -2.454 -0.6913
C -6.135 2.424 -1.923 -0.5004
C -5.937 1.764 -0.702 -0.7389
C -4.705 1.862 -0.038 -0.0384
C -2.233 3.545 1.951 0.3683
C -3.459 4.069 2.380 -0.5914
C -3.552 4.722 3.623 -0.6556
C -2.418 4.842 4.439 -0.5545
C -1.189 4.338 3.998 -0.8216
C -1.099 3.680 2.765 -0.3878
C -0.837 3.738 -0.671 0.1367
C -0.248 3.197 -1.817 0.4148
C 0.714 3.921 -2.534 -0.6515
C 1.097 5.197 -2.117 -0.6306
C 0.484 5.763 -0.992 -0.7070
C -0.492 5.039 -0.279 -0.2793
H -3.105 3.978 -2.182 0.3656
H -5.252 3.735 -3.414 0.4099
H -7.080 2.322 -2.462 0.3980
H -6.739 1.155 -0.278 0.4070
H -4.560 1.318 0.900 0.3978
H -4.348 3.981 1.750 0.3760
H -4.511 5.119 3.958 0.4124
H -2.489 5.341 5.406 0.4035
H -0.302 4.420 4.627 0.3961
H -0.128 3.297 2.423 0.7971
H -0.557 2.206 -2.172 0.0956
H 1.155 3.468 -3.420 0.3947
H 1.870 5.740 -2.673 0.3915
H 0.799 6.753 -0.656 0.4102
H -0.967 5.513 0.580 0.4378
```

Summary:
Highest occupied orbital energy (alpha / beta) = -13.263 / -13.264 eV
Frontier orbital gap (alpha / beta) = 6.121 / 6.677 eV
Net charge = +2
Multiplicity = 3

***

Record 6
The following is a quantum chemistry calculation of a structure of composition C36H35Br2GdIN4OP in a non-equilibrium geometry, from OMol25.

Structure (XYZ):
```
81
Properties=species:S:1:pos:R:3:mulliken_charge:R:1
Gd -0.183 -0.066 0.117 0.6624
O 6.133 0.113 2.176 -0.4746
C 4.843 0.101 1.972 0.7795
C 3.853 0.121 2.969 -0.7392
C 2.530 0.106 2.607 -0.8213
N 2.099 0.063 1.329 0.3083
C 3.072 0.041 0.416 0.4693
Br 2.365 -0.053 -1.388 -0.1343
C 4.413 0.061 0.628 -0.6567
H 6.412 0.167 3.101 0.3553
H 4.118 0.156 4.018 0.4160
H 1.758 0.134 3.366 0.5050
H 5.140 0.058 -0.173 0.5516
I -0.952 1.876 2.464 0.2918
C -2.250 1.116 4.069 -0.0239
C -2.732 2.187 4.764 -0.8186
C -3.556 1.982 5.880 -0.9406
C -3.849 0.706 6.253 -0.8899
C -3.348 -0.404 5.533 0.8063
C -3.693 -1.693 5.994 -0.7680
C -3.261 -2.819 5.357 -1.3784
C -2.474 -2.679 4.213 -0.5185
C -2.097 -1.442 3.718 1.5500
P -1.065 -1.646 2.223 0.7992
C 0.419 -2.557 2.730 0.8014
C 0.783 -2.765 4.057 -0.7230
C 1.957 -3.448 4.348 -0.8068
C 2.772 -3.906 3.321 -0.8162
C 2.433 -3.669 1.992 -0.8135
C 1.267 -2.987 1.701 0.2897
C -2.018 -2.789 1.162 1.1216
C -1.879 -4.175 1.159 -0.4312
C -2.734 -4.950 0.385 -0.6987
C -3.725 -4.348 -0.383 -0.7847
C -3.845 -2.961 -0.413 -0.7704
C -2.986 -2.184 0.349 -1.2175
C -2.513 -0.239 4.368 0.7439
H -2.489 3.201 4.478 0.4472
H -3.938 2.835 6.423 0.4428
H -4.475 0.516 7.114 0.4539
H -4.317 -1.767 6.876 0.4798
H -3.523 -3.803 5.719 0.4828
H -2.151 -3.579 3.709 0.3748
H 0.155 -2.409 4.863 0.5191
H 2.230 -3.626 5.380 0.5266
H 3.675 -4.455 3.556 0.4846
H 3.081 -4.027 1.202 0.5281
H 0.985 -2.805 0.662 -0.2674
H -1.111 -4.646 1.761 0.4892
H -2.643 -6.028 0.406 0.5253
H -4.425 -4.962 -0.935 0.5412
H -4.636 -2.503 -0.995 0.5664
H -3.116 -1.100 0.373 0.6210
Br -2.494 4.883 -4.456 0.0175
C -1.988 3.568 -3.236 0.0578
C -0.879 3.743 -2.408 -0.7621
C -0.524 2.730 -1.550 -0.1920
N -1.188 1.557 -1.449 0.1898
C -2.280 1.422 -2.230 -0.2553
C -2.709 2.377 -3.120 -0.8001
H -0.307 4.661 -2.436 0.4934
H 0.339 2.867 -0.901 0.4934
H -2.842 0.501 -2.114 0.5237
H -3.594 2.214 -3.719 0.5028
N -0.287 -3.854 -4.299 -0.0377
C -0.701 -4.295 -2.929 -1.0976
C -0.231 -3.281 -1.886 -0.1562
N -0.748 -1.915 -2.136 0.7826
C -0.324 -1.505 -3.497 -0.8404
C -0.791 -2.472 -4.584 -0.8806
H -0.636 -4.509 -5.005 0.3791
H 0.734 -3.870 -4.376 0.3952
H -0.281 -5.278 -2.719 0.4264
H -1.788 -4.381 -2.918 0.3951
H 0.862 -3.229 -1.889 0.5902
H -0.564 -3.629 -0.909 -0.3488
H -1.765 -1.978 -2.143 0.0709
H 0.767 -1.438 -3.507 0.5060
H -0.724 -0.518 -3.727 0.2718
H -0.436 -2.149 -5.562 0.4654
H -1.880 -2.520 -4.627 0.3685
```

Summary:
Highest occupied orbital energy (alpha / beta) = -17.586 / -17.575 eV
Frontier orbital gap (alpha / beta) = 6.886 / 4.194 eV
Net charge = +4
Multiplicity = 8

***

In kcal/mol, the energy relative to the best compared isomer or geometry (same formula, charge and spin) values for the records above are, in order, 36.2; 23.0; 42.8; 53.8; 34.1; 0.0.
In eV, the electronic energy values for the records above are, in order, -6382.2877; -47915.8360; -42352.5656; -67153.7767; -90452.9108; -224181.9267.